Model 1:
The following is a quantum chemistry calculation of a 2-piece molecular cluster, C3H11N2 overall, from OMol25.

Each line ends with the natural charge from an NBO analysis.
Cartesian coordinates (Å):
C  2.643  0.057  0.877  0.02
N  1.537  0.605  1.266  -0.68
H  3.486  0.691  1.129  0.20
H  2.671  -1.019  0.732  0.19
H  0.135  0.526  0.297  0.47
H  1.580  1.621  1.170  0.36
C  -2.083  -0.050  0.235  -0.44
N  -0.732  0.292  -0.283  -0.55
C  -0.381  -0.731  -1.352  -0.41
H  -2.093  0.042  1.314  0.24
H  -2.432  -1.091  0.103  0.25
H  -2.799  0.679  -0.176  0.24
H  -0.787  1.237  -0.691  0.42
H  0.082  -1.576  -0.756  0.23
H  -1.274  -0.965  -1.934  0.24
H  0.447  -0.319  -1.929  0.23

Values from the calculation:
HOMO energy = -14.69 eV
gap between HOMO and LUMO = 11.231 eV
LUMO energy = -3.5 eV
multiplicity = 1
total charge = +1

***

Model 2:
The following is a quantum chemistry calculation of an isolated ion of composition C3H11N2 and charge +1, from OMol25.

Each line ends with the natural charge from an NBO analysis.
Cartesian coordinates (Å):
C  -0.810  0.852  -0.351  -0.18
C  -0.138  0.383  0.939  -0.44
C  1.037  -0.531  0.604  -0.25
N  2.116  0.253  0.001  -0.84
N  -1.680  -0.366  -0.895  -0.70
H  -0.064  1.001  -1.125  0.23
H  -1.582  1.612  -0.266  0.24
H  -0.892  -0.135  1.546  0.20
H  0.131  1.285  1.489  0.27
H  1.446  -0.941  1.533  0.23
H  0.679  -1.447  0.107  0.17
H  2.976  -0.056  0.413  0.38
H  2.286  0.093  -0.981  0.36
H  -1.827  -0.931  -0.065  0.44
H  -2.586  -0.247  -1.356  0.45
H  -1.093  -0.825  -1.592  0.44

Values from the calculation:
HOMO energy = -13.60 eV
SMILES = NCCC[NH3+]
gap between HOMO and LUMO = 9.879 eV
LUMO energy = -3.7 eV
multiplicity = 1
total charge = +1

***

Model 3:
The following is a quantum chemistry calculation of a 2-piece molecular cluster, C3H11N2 overall, from OMol25.

Each line ends with the natural charge from an NBO analysis.
Cartesian coordinates (Å):
C  -1.125  0.015  -1.003  -0.64
C  0.159  0.526  -0.340  -0.28
C  1.599  2.324  -0.691  -0.02
N  0.431  1.879  -0.835  -0.40
H  -1.125  -1.081  -1.087  0.18
H  -1.996  0.287  -0.407  0.22
H  -1.201  0.418  -2.005  0.27
H  1.022  -0.122  -0.550  0.18
H  0.010  0.610  0.743  0.17
H  2.421  1.780  -0.216  0.14
H  1.813  3.316  -1.077  0.20
N  -0.400  -2.001  1.501  -0.87
H  0.435  -1.491  1.800  0.46
H  -0.913  -1.409  0.835  0.47
H  -0.110  -2.866  1.040  0.46
H  -1.020  -2.186  2.293  0.46

Values from the calculation:
HOMO energy = -13.10 eV
gap between HOMO and LUMO = 8.798 eV
LUMO energy = -4.3 eV
multiplicity = 1
total charge = +1

***

Model 4:
The following is a quantum chemistry calculation of an isolated ion of composition C3H11N2 and charge +1, from OMol25.

Each line ends with the natural charge from an NBO analysis.
Cartesian coordinates (Å):
N  -1.774  -0.018  0.408  -0.74
C  -0.736  -0.843  1.172  -0.22
C  0.693  -0.244  0.707  -0.23
N  0.647  -0.009  -0.682  -0.67
C  1.391  1.013  -1.437  -0.41
H  -1.078  0.450  -0.321  0.46
H  -2.383  -0.730  -0.109  0.44
H  -2.386  0.644  0.895  0.45
H  -0.982  -0.649  2.189  0.24
H  -0.917  -1.872  0.796  0.23
H  0.886  0.701  1.229  0.22
H  1.520  -0.876  0.827  0.23
H  0.613  -0.770  -1.304  0.38
H  2.434  0.687  -1.570  0.21
H  1.153  1.971  -0.885  0.21
H  0.940  1.078  -2.480  0.22

Values from the calculation:
HOMO energy = -13.56 eV
SMILES = CNCC[NH3+]
gap between HOMO and LUMO = 10.103 eV
LUMO energy = -3.5 eV
multiplicity = 1
total charge = +1

***

Bottom line: model 2, by a margin of 0.514 eV.

***

Model 1:
The following is a quantum chemistry calculation of a 2-piece molecular cluster, C5H11N2 overall, from OMol25.

Each line ends with the natural charge from an NBO analysis.
Cartesian coordinates (Å):
C  -2.368  2.846  -1.428  -0.46
C  -1.173  0.977  -0.219  0.23
C  1.022  -1.135  2.595  -0.67
C  1.062  -1.294  -1.299  -0.47
C  1.417  -1.513  1.164  0.30
N  -1.718  1.837  -0.778  -0.39
N  0.806  -1.105  0.087  -0.50
H  -1.586  3.114  -2.169  0.26
H  -3.303  2.393  -1.846  0.25
H  0.048  -0.260  0.238  0.43
H  0.815  -2.031  3.214  0.28
H  1.801  -0.702  3.101  0.26
H  0.279  -0.410  2.334  0.23
H  0.222  -1.742  -2.025  0.26
H  1.106  -0.296  -1.781  0.24
H  1.986  -1.933  -1.543  0.25
H  -2.741  3.485  -0.582  0.26
H  2.326  -2.233  0.936  0.22

Values from the calculation:
HOMO energy = -15.54 eV
gap between HOMO and LUMO = 11.702 eV
LUMO energy = -3.8 eV
multiplicity = 1
total charge = +1

***

Model 2:
The following is a quantum chemistry calculation of an isolated ion of composition C5H11N2 and charge +1, from OMol25.

Each line ends with the natural charge from an NBO analysis.
Cartesian coordinates (Å):
C  2.640  -0.127  -0.264  -0.21
C  1.726  -0.354  0.813  -0.06
C  0.506  -0.524  0.039  -0.09
C  -2.151  -0.732  -0.067  -0.65
C  -0.934  -0.005  0.448  -0.06
N  1.403  0.637  -0.191  -0.41
N  -0.908  1.276  -0.255  -0.72
H  3.659  0.334  -0.234  0.26
H  2.665  -0.968  -0.939  0.20
H  1.767  -0.088  1.797  0.23
H  0.524  -1.438  -0.595  0.23
H  -2.289  -0.621  -1.132  0.23
H  -2.992  -0.415  0.481  0.25
H  -2.323  -1.801  0.276  0.26
H  -1.034  0.210  1.524  0.24
H  -0.946  1.247  -1.356  0.43
H  0.218  1.434  -0.340  0.47
H  -1.532  1.937  -0.005  0.42

Values from the calculation:
HOMO energy = -15.09 eV
SMILES = C[C@H]([NH3+])[C@@H]1[C@H]2CN12
gap between HOMO and LUMO = 12.093 eV
LUMO energy = -3.0 eV
multiplicity = 1
total charge = +1

***

Model 3:
The following is a quantum chemistry calculation of an isolated ion of composition C5H11N2 and charge +1, from OMol25.

Each line ends with the natural charge from an NBO analysis.
Cartesian coordinates (Å):
C  0.365  -0.627  1.997  -0.21
C  -0.676  -0.723  0.862  -0.45
C  -0.800  0.539  0.083  -0.42
C  -1.345  0.652  -1.193  0.12
N  -0.480  1.029  -2.138  -0.39
C  -0.167  0.421  -3.196  -0.01
N  1.620  0.016  1.438  -0.69
H  0.552  -1.543  2.537  0.25
H  -0.091  0.161  2.596  0.22
H  -1.548  -1.129  1.396  0.25
H  -0.370  -1.515  0.172  0.22
H  -0.326  1.483  0.359  0.22
H  -2.383  0.429  -1.442  0.20
H  -0.380  -0.646  -3.312  0.16
H  0.345  0.921  -4.009  0.20
H  2.021  0.649  2.129  0.44
H  2.300  -0.675  1.123  0.44
H  1.363  0.557  0.599  0.45

Values from the calculation:
HOMO energy = -11.36 eV
SMILES = C=N/C=C/CC[NH3+]
gap between HOMO and LUMO = 7.937 eV
LUMO energy = -3.4 eV
multiplicity = 1
total charge = +1

***

Bottom line: model 1, by a margin of 0.790 eV.

***

Model 1:
The following is a quantum chemistry calculation of an isolated ion of composition C5H11N2 and charge +1, from OMol25.

Each line ends with the natural charge from an NBO analysis.
Cartesian coordinates (Å):
C  -2.030  -1.599  -1.226  0.18
C  -0.810  -1.385  -0.508  -0.14
C  1.843  0.329  -0.779  -0.59
C  0.932  0.273  0.510  -0.47
C  -0.431  0.283  0.124  -0.04
N  -2.137  -1.650  0.039  -0.37
N  -1.495  0.398  1.090  -0.71
H  -2.635  -1.381  -2.000  0.23
H  -0.050  -2.081  -0.213  0.22
H  1.428  1.198  -1.388  0.21
H  2.011  -0.549  -1.340  0.22
H  2.827  0.518  -0.408  0.24
H  1.124  -0.448  1.260  0.22
H  1.190  1.206  0.893  0.23
H  -0.707  0.980  -0.688  0.22
H  -1.971  1.338  0.994  0.45
H  -1.061  0.137  2.026  0.46
H  -2.213  -0.280  0.689  0.44

Values from the calculation:
HOMO energy = -14.70 eV
SMILES = CC[C@H]([NH3+])[C@@H]1C=N1
gap between HOMO and LUMO = 10.835 eV
LUMO energy = -3.9 eV
multiplicity = 1
total charge = +1

***

Model 2:
The following is a quantum chemistry calculation of a 2-piece molecular cluster, C5H11N2 overall, from OMol25.

Each line ends with the natural charge from an NBO analysis.
Cartesian coordinates (Å):
C  -2.534  -0.326  -0.646  -0.11
C  1.144  -1.245  1.007  -0.60
C  1.234  -0.118  -1.324  -0.61
C  -0.654  1.642  1.006  0.02
C  1.108  0.020  0.185  -0.05
N  -0.198  0.652  0.376  -0.13
N  -1.368  -0.612  -0.520  -0.12
H  -3.102  0.546  -0.367  0.23
H  -3.146  -1.134  -1.157  0.29
H  1.101  -0.873  2.017  0.22
H  0.201  -1.842  0.836  0.24
H  1.911  -1.841  0.748  0.24
H  0.926  0.787  -1.791  0.22
H  0.821  -0.982  -1.720  0.24
H  2.345  -0.069  -1.385  0.24
H  -1.608  2.132  0.879  0.23
H  0.039  2.427  1.331  0.23
H  1.781  0.833  0.525  0.22

Values from the calculation:
HOMO energy = -15.03 eV
gap between HOMO and LUMO = 9.772 eV
LUMO energy = -5.3 eV
multiplicity = 1
total charge = +1

***

Bottom line: model 1, by a margin of 0.390 eV.

***

Model 1:
The following is a quantum chemistry calculation of a 2-piece molecular cluster, C3H4IN overall, from OMol25.

Each line ends with the natural charge from an NBO analysis.
Cartesian coordinates (Å):
C  0.909  -1.504  -0.042  -0.47
C  1.469  -0.360  0.186  -0.07
C  -0.721  0.949  -0.067  0.13
N  -0.826  2.137  -0.291  -0.70
I  -2.194  -0.484  0.510  0.04
H  1.351  -2.405  -0.140  0.21
H  -0.208  -1.545  -0.394  0.23
H  1.881  0.619  0.228  0.25
H  -1.661  2.594  0.009  0.38

Values from the calculation:
HOMO energy (spin up / spin down) = -8.13 / -7.99 eV
gap between HOMO and LUMO (spin up / spin down) = 8.007 / 7.090 eV
LUMO energy (spin up / spin down) = -0.1 / -0.9 eV
multiplicity = 1
total charge = 0

***

Model 2:
The following is a quantum chemistry calculation of C3H4IN as an isolated structure, from OMol25.

Each line ends with the natural charge from an NBO analysis.
Cartesian coordinates (Å):
C  -1.066  0.394  -0.070  -0.33
C  -0.501  -1.046  -0.159  0.17
C  0.202  0.714  0.032  0.01
N  0.698  -0.704  -0.066  -0.45
I  4.055  0.565  0.237  -0.16
H  -1.951  0.992  0.130  0.22
H  -1.176  -1.946  -0.190  0.20
H  0.686  1.575  0.177  0.20
H  2.945  -0.585  0.023  0.14

Values from the calculation:
HOMO energy = -9.17 eV
gap between HOMO and LUMO = 8.963 eV
LUMO energy = -0.2 eV
multiplicity = 1
total charge = 0

***

Model 3:
The following is a quantum chemistry calculation of a 3-piece molecular cluster, C3H4IN overall, from OMol25.

Each line ends with the natural charge from an NBO analysis.
Cartesian coordinates (Å):
C  -1.822  -1.466  -0.321  -0.26
C  -1.221  -0.690  0.329  -0.25
C  -0.632  1.921  0.894  0.30
N  0.287  2.171  0.191  -0.71
I  2.088  -1.185  -1.059  -0.11
H  -2.529  -2.165  -0.824  0.24
H  3.458  -1.221  0.144  0.11
H  -0.621  0.014  0.924  0.23
H  0.992  2.621  -0.278  0.44

Values from the calculation:
HOMO energy = -9.77 eV
gap between HOMO and LUMO = 9.606 eV
LUMO energy = -0.2 eV
multiplicity = 1
total charge = 0

***

Bottom line: model 2, by a margin of 0.185 eV.

***

Model 1:
The following is a quantum chemistry calculation of an isolated ion of composition C3H5N2 and charge +1, from OMol25.

Each line ends with the natural charge from an NBO analysis.
Cartesian coordinates (Å):
C  0.859  0.891  0.047  0.05
C  -1.333  0.327  -0.064  0.30
C  1.300  -0.450  -0.037  0.05
N  -0.357  1.288  0.008  -0.36
N  -1.085  -0.890  0.092  -0.54
H  1.608  1.670  0.219  0.28
H  -2.319  0.772  -0.213  0.24
H  1.379  -0.960  -0.989  0.27
H  1.660  -0.966  0.843  0.26
H  -1.712  -1.683  0.094  0.44

Values from the calculation:
HOMO energy (spin up / spin down) = -16.18 / -16.18 eV
gap between HOMO and LUMO (spin up / spin down) = 8.816 / 8.816 eV
LUMO energy (spin up / spin down) = -7.4 / -7.4 eV
multiplicity = 1
total charge = +1

***

Model 2:
The following is a quantum chemistry calculation of C3H5N2 as an isolated structure, from OMol25.

Each line ends with the natural charge from an NBO analysis.
Cartesian coordinates (Å):
C  0.842  -1.559  -0.067  0.27
C  -0.960  0.138  -0.060  -0.17
C  0.851  0.784  0.025  0.29
N  1.552  -0.304  -0.004  -0.54
N  -0.443  -1.280  0.042  -0.61
H  -1.345  0.657  0.785  0.25
H  -1.423  0.305  -1.024  0.26
H  1.166  1.791  0.352  0.26
H  2.601  -0.208  0.064  0.47
H  -0.843  -2.256  0.352  0.50

Values from the calculation:
HOMO energy = -14.47 eV
gap between HOMO and LUMO = 8.374 eV
LUMO energy = -6.1 eV
multiplicity = 1
total charge = +1

***

Bottom line: model 1, by a margin of 0.597 eV.

***

Model 1:
The following is a quantum chemistry calculation of an isolated ion of composition C3H5N2 and charge +1, from OMol25.

Each line ends with the natural charge from an NBO analysis.
Cartesian coordinates (Å):
C  0.949  1.147  0.824  0.22
C  -0.259  0.898  0.499  -0.32
C  -0.743  -0.269  -0.312  -0.29
N  1.526  -0.989  -0.306  0.02
N  0.391  -1.164  -0.579  -0.19
H  -1.064  1.567  0.798  0.33
H  1.833  1.587  1.213  0.27
H  -1.542  -0.821  0.198  0.27
H  -1.151  0.071  -1.275  0.28
H  0.058  -2.027  -1.060  0.41

Values from the calculation:
HOMO energy (spin up / spin down) = -14.92 / -14.92 eV
gap between HOMO and LUMO (spin up / spin down) = 8.605 / 8.602 eV
LUMO energy (spin up / spin down) = -6.3 / -6.3 eV
multiplicity = 1
total charge = +1

***

Model 2:
The following is a quantum chemistry calculation of C3H5N2 as an isolated structure, from OMol25.

Each line ends with the natural charge from an NBO analysis.
Cartesian coordinates (Å):
C  -1.283  -0.135  0.675  0.13
C  -0.212  -0.772  -0.162  -0.18
C  0.601  0.390  0.473  0.40
N  -0.611  0.873  1.098  -0.39
N  0.308  0.288  -0.971  -0.57
H  -2.307  -0.550  0.889  0.27
H  -0.163  -1.867  -0.478  0.29
H  2.932  0.810  1.519  0.14
H  1.060  -0.030  -1.543  0.45
H  -0.325  0.991  -1.500  0.45

Values from the calculation:
HOMO energy (spin up / spin down) = -15.76 / -15.34 eV
gap between HOMO and LUMO (spin up / spin down) = 10.877 / 7.878 eV
LUMO energy (spin up / spin down) = -4.9 / -7.5 eV
multiplicity = 1
total charge = +1

***

Model 3:
The following is a quantum chemistry calculation of a 2-piece molecular cluster, C3H5N2 overall, from OMol25.

Each line ends with the natural charge from an NBO analysis.
Cartesian coordinates (Å):
C  -2.668  -0.021  0.163  0.28
C  1.623  0.093  0.742  0.02
C  1.293  0.781  -0.296  0.02
N  -1.563  0.219  0.027  -0.42
N  0.809  -0.625  -0.248  -0.59
H  -3.729  0.138  0.181  0.27
H  2.255  -0.040  1.567  0.28
H  1.038  1.422  -1.132  0.29
H  1.279  -1.418  -0.833  0.42
H  -0.337  -0.548  -0.172  0.43

Values from the calculation:
HOMO energy = -15.42 eV
gap between HOMO and LUMO = 11.726 eV
LUMO energy = -3.7 eV
multiplicity = 1
total charge = +1

***

Model 4:
The following is a quantum chemistry calculation of an isolated ion of composition C3H5N2 and charge +1, from OMol25.

Each line ends with the natural charge from an NBO analysis.
Cartesian coordinates (Å):
C  -1.160  -0.908  1.090  0.42
C  1.314  -0.323  0.593  0.03
C  -0.555  0.490  -0.731  -0.10
N  -1.349  -0.249  0.131  -0.28
N  0.905  0.349  -0.384  -0.51
H  -1.389  -1.521  1.923  0.28
H  2.344  -0.442  0.860  0.21
H  -0.730  0.164  -1.765  0.26
H  -0.835  1.550  -0.657  0.26
H  1.456  0.890  -1.060  0.43

Values from the calculation:
HOMO energy = -14.15 eV
gap between HOMO and LUMO = 9.266 eV
LUMO energy = -4.9 eV
multiplicity = 1
total charge = +1

***

Bottom line: model 4, by a margin of 0.302 eV.